#w
{"formula": "C4H5N2OS", "method": "ωB97M-V/def2-TZVPD", "charge": 1, "e_homo_ev": [-14.290, -14.290], "gap_ev": [7.6, 7.6], "elements": ["C", "C", "C", "C", "N", "N", "O", "S", "H", "H", "H", "H", "H"], "xyz": [[-0.26120, 1.56189, 0.01706], [1.66982, 0.51822, 0.03566], [-0.92953, 0.29096, 0.06689], [-0.16709, -1.02968, -0.03777], [1.04141, 1.63762, 0.03459], [1.26569, -0.70851, 0.06393], [-2.97444, -1.11625, 0.04911], [-2.58846, 0.25380, -0.03194], [-0.84518, 2.40537, 0.12596], [2.74191, 0.60287, 0.02085], [-0.40735, -1.72130, 0.72451], [-0.50292, -1.27010, -1.14441], [1.95732, -1.42489, 0.07555]], "lowdin_charge": [-0.054, -0.139, -0.430, -0.089, 0.138, 0.128, -0.419, 1.118, 0.110, 0.157, 0.124, 0.188, 0.168]}

***

#x
{"formula": "C4H5N2OS", "method": "ωB97M-V/def2-TZVPD", "charge": 1, "e_homo_ev": -14.104, "gap_ev": 9.3, "elements": ["C", "C", "C", "C", "N", "N", "O", "S", "H", "H", "H", "H", "H"], "xyz": [[-0.78524, 0.09523, -0.43054], [4.15199, -0.24643, -0.19594], [-1.81111, 1.05474, -2.43292], [-0.01187, -0.44691, 2.30399], [-1.18515, 0.72543, -1.43175], [0.75355, -1.25774, 1.84859], [3.12087, 0.12788, 0.08815], [-1.06048, 0.68097, 1.18046], [-1.21717, 1.65844, -3.11202], [-2.77134, 0.52488, -2.78276], [-0.32593, -0.13849, 3.26917], [1.38958, -1.90980, 2.12732], [-0.24770, -0.86820, -0.43175]], "lowdin_charge": [-0.382, 0.016, 0.132, -0.413, 0.004, 0.127, -0.015, 0.991, 0.122, 0.164, 0.068, 0.062, 0.123]}

***

Which structure is most stable? #w, by 0.637 eV over the runner-up.

***

#w
{"formula": "C4H5N3O3", "method": "ωB97M-V/def2-TZVPD", "e_homo_ev": -10.207, "smiles": "NC(=O)c1noc(CO)n1", "gap_ev": 10.7, "elements": ["O", "C", "C", "N", "C", "N", "O", "C", "N", "H", "H", "H", "O", "H", "H"], "xyz": [[2.95175, -0.86846, -0.29170], [2.07376, -1.37260, 0.66506], [0.70102, -0.78168, 0.55768], [0.16346, -0.10639, -0.40818], [-1.09347, 0.14675, 0.07298], [-1.29694, -0.29694, 1.28002], [-0.13157, -0.95125, 1.58225], [-2.11196, 0.94898, -0.68612], [-1.73540, 2.20889, -0.93783], [2.74877, -1.24299, -1.15471], [1.97356, -2.47047, 0.61845], [2.47238, -1.12758, 1.66003], [-3.29609, 0.62325, -0.72954], [-0.93231, 2.39464, -1.52626], [-2.48696, 2.89584, -0.70212]], "lowdin_charge": [-0.028, -0.181, -0.318, 0.207, -0.270, 0.162, 0.045, -0.481, 0.151, 0.099, 0.139, 0.141, 0.080, 0.111, 0.143]}

***

#x
{"formula": "C4H5N3O3", "method": "ωB97M-V/def2-TZVPD", "e_homo_ev": -9.564, "smiles": "NC(=O)N(O)c1ccno1", "gap_ev": 10.2, "elements": ["C", "C", "C", "C", "N", "N", "N", "O", "O", "O", "H", "H", "H", "H", "H"], "xyz": [[1.57392, -0.95985, 0.05791], [2.89950, -0.57403, 0.36896], [0.95807, 0.24723, 0.02930], [-1.59192, -0.51260, -0.35968], [3.00385, 0.72375, 0.49576], [-2.89316, -0.15367, -0.23635], [-0.74512, 0.58715, -0.33323], [-1.19961, -1.63226, -0.58217], [1.76939, 1.25537, 0.27670], [-1.15611, 1.69941, 0.39983], [1.14793, -1.92345, -0.11145], [3.76025, -1.19765, 0.50111], [-3.15532, 0.80650, -0.10107], [-3.61121, -0.84265, -0.37659], [-0.76047, 2.47672, -0.02902]], "lowdin_charge": [-0.005, -0.125, -0.111, -0.611, 0.057, 0.178, 0.022, 0.066, 0.006, -0.020, 0.098, 0.113, 0.095, 0.115, 0.121]}

***

Which structure is most stable? #w, by 2.249 eV over the runner-up.

***

#w
{"formula": "C4H13N3O", "method": "ωB97M-V/def2-TZVPD", "charge": 2, "e_homo_ev": -16.908, "gap_ev": 10.2, "elements": ["C", "C", "C", "C", "N", "N", "N", "O", "H", "H", "H", "H", "H", "H", "H", "H", "H", "H", "H", "H", "H"], "xyz": [[-2.49018, 0.01459, -0.07659], [1.61931, -0.72266, -1.75624], [1.70127, 0.95774, -0.05837], [1.96082, -0.31000, -0.42161], [-2.79260, 0.40935, 1.11479], [-3.37896, -0.46843, -0.91252], [2.30808, 1.43009, 1.23053], [2.66706, -1.07286, 0.38472], [1.13518, -1.69010, -1.71431], [0.88923, -0.20126, -2.29425], [-1.41683, 0.02148, -0.26676], [1.42183, 1.71073, -0.70366], [2.56970, -0.88164, -2.43865], [-1.96576, 0.69491, 1.70449], [-3.68084, 0.71824, 1.42301], [-3.23239, -0.83481, -1.88623], [-4.40481, -0.67517, -0.70740], [1.59607, 1.91984, 1.74055], [3.23194, 2.08237, 0.99240], [2.56302, 0.50902, 1.65131], [2.74483, -2.00139, 0.15169]], "lowdin_charge": [-0.192, -0.011, -0.054, -0.426, 0.193, 0.179, 0.190, 0.123, 0.098, 0.074, 0.146, 0.106, 0.174, 0.168, 0.138, 0.171, 0.188, 0.145, 0.274, 0.160, 0.157]}

***

#x
{"formula": "C4H13N3O", "method": "ωB97M-V/def2-TZVPD", "charge": 2, "e_homo_ev": -17.372, "gap_ev": 9.8, "elements": ["C", "C", "C", "C", "N", "N", "N", "O", "H", "H", "H", "H", "H", "H", "H", "H", "H", "H", "H", "H", "H"], "xyz": [[-1.76742, -0.80627, 0.02695], [1.22547, -1.10245, -1.33746], [0.69131, 1.15321, -0.21370], [1.15650, -0.10904, -0.04324], [-2.58929, -0.00673, -0.70459], [-2.00860, -1.17683, 1.30912], [1.25543, 2.12359, 0.76426], [1.87361, -0.39498, 1.01777], [0.59482, -1.85517, -0.61032], [0.38366, -0.50585, -1.74341], [-1.14998, -1.41847, -0.47452], [0.15137, 1.71835, -1.08121], [1.67495, -1.55081, -2.09327], [-2.45031, 0.28632, -1.66082], [-3.46837, 0.23910, -0.29309], [-1.63739, -2.03180, 1.58880], [-2.82473, -0.80322, 1.81815], [0.50065, 2.79851, 1.05540], [1.92338, 2.67449, 0.32052], [1.83651, 1.67378, 1.46959], [2.20932, -1.38450, 1.09044]], "lowdin_charge": [-0.130, 0.086, -0.053, -0.406, 0.217, 0.224, 0.217, 0.066, 0.121, 0.061, 0.070, 0.180, 0.047, 0.144, 0.134, 0.114, 0.164, 0.207, 0.145, 0.167, 0.228]}

***

Which structure is most stable? #w, by 2.980 eV over the runner-up.

***

#w
{"formula": "C16H22N4O2S", "method": "ωB97M-V/def2-TZVPD", "e_homo_ev": -8.244, "smiles": "COCCn1c(SCC(=O)N2CCCCC2)nc2cccnc21", "gap_ev": 9.0, "elements": ["C", "H", "O", "C", "C", "N", "C", "N", "C", "C", "C", "C", "N", "C", "H", "H", "H", "S", "C", "H", "H", "C", "O", "N", "C", "H", "C", "C", "C", "C", "H", "H", "H", "H", "H", "H", "H", "H", "H", "H", "H", "H", "H", "H", "H"], "xyz": [[0.04159, -3.45534, 0.02116], [0.56955, -3.45437, 0.98292], [0.44199, -2.37402, -0.78055], [1.80435, -2.42451, -1.13246], [2.11909, -1.24983, -2.05896], [2.00726, 0.00319, -1.36768], [0.94345, 0.86072, -1.33775], [1.11961, 1.90218, -0.56406], [2.36880, 1.74000, -0.02265], [3.11428, 2.49914, 0.86590], [4.36625, 2.00089, 1.19079], [4.81996, 0.80471, 0.63888], [4.12868, 0.05877, -0.21181], [2.93730, 0.53930, -0.51600], [5.79684, 0.41738, 0.89299], [5.00193, 2.53919, 1.87651], [2.73854, 3.42323, 1.27645], [-0.47744, 0.54896, -2.27795], [-1.47268, 2.03329, -1.89000], [-0.84247, 2.69250, -1.29895], [-1.72444, 2.49372, -2.84517], [-2.77857, 1.62027, -1.22262], [-3.80671, 1.60592, -1.87565], [-2.74533, 1.27486, 0.07817], [-1.60490, 1.25566, 0.96484], [-1.88439, 1.80039, 1.87616], [-1.24652, -0.18602, 1.33145], [-2.45368, -0.86957, 1.96842], [-3.65509, -0.77221, 1.03128], [-3.92828, 0.68995, 0.67903], [-4.18380, 1.25462, 1.58264], [-4.74483, 0.77401, -0.03935], [-3.44722, -1.32194, 0.11103], [-4.54110, -1.20588, 1.49716], [-2.69200, -0.37819, 2.91552], [-2.22613, -1.91549, 2.18300], [-0.94840, -0.72392, 0.42987], [-0.39987, -0.18141, 2.02026], [-0.74575, 1.75654, 0.52278], [3.14535, -1.34685, -2.42113], [1.41600, -1.24679, -2.89502], [2.43768, -2.36494, -0.23403], [2.02901, -3.36711, -1.65438], [0.22859, -4.41150, -0.48232], [-1.02647, -3.33950, 0.19126]], "lowdin_charge": [-0.105, 0.096, -0.217, -0.204, -0.112, -0.006, -0.600, 0.095, -0.208, 0.003, -0.077, -0.155, 0.136, -0.240, 0.100, 0.097, 0.112, 1.046, -0.317, 0.070, 0.085, -0.529, 0.044, -0.058, -0.150, 0.132, -0.173, -0.203, -0.168, -0.140, 0.130, 0.119, 0.119, 0.111, 0.112, 0.101, 0.081, 0.118, 0.079, 0.133, 0.109, 0.129, 0.129, 0.091, 0.084]}

***

#x
{"formula": "C16H22N4O2S", "method": "ωB97M-V/def2-TZVPD", "e_homo_ev": -9.408, "gap_ev": 10.1, "elements": ["C", "C", "C", "C", "C", "N", "C", "O", "N", "C", "C", "C", "C", "N", "C", "O", "C", "C", "C", "C", "C", "N", "S", "H", "H", "H", "H", "H", "H", "H", "H", "H", "H", "H", "H", "H", "H", "H", "H", "H", "H", "H", "H", "H", "H"], "xyz": [[-3.64586, -0.17130, -3.05228], [-3.00258, 0.69621, -1.97797], [-2.88608, 0.02545, -0.59082], [-4.26296, -0.16138, 0.06033], [-2.25308, -1.29429, -0.72792], [-1.74649, -2.32075, -0.82960], [-2.04456, 0.96468, 0.29386], [-2.54858, 1.99337, 0.70502], [-0.76303, 0.61053, 0.52809], [0.13743, 1.42936, 1.31664], [0.37946, 0.81509, 2.66733], [1.53249, 0.70821, 3.31524], [2.87641, 1.19605, 2.86034], [3.92708, 0.17293, 2.96296], [4.25523, -0.61287, 1.87580], [5.36951, -0.62443, 1.39885], [3.14615, -1.43695, 1.24650], [2.71018, -0.90709, -0.08611], [1.68108, -1.34771, -0.86838], [1.56308, -0.56893, -2.04934], [0.55692, -0.78297, -3.13995], [2.42906, 0.41128, -2.17796], [3.47410, 0.39385, -0.89693], [-3.70144, 0.38117, -3.98993], [-3.06887, -1.07896, -3.23518], [-4.66119, -0.46564, -2.78462], [-2.00664, 1.00206, -2.31081], [-3.57343, 1.61528, -1.84146], [-4.16778, -0.55391, 1.07273], [-4.77096, 0.79859, 0.11440], [-4.87093, -0.85810, -0.51478], [-0.39723, -0.24865, 0.14751], [1.06057, 1.58985, 0.75760], [-0.33795, 2.40288, 1.44516], [-0.51828, 0.44483, 3.15385], [1.53092, 0.24725, 4.29847], [2.83630, 1.61977, 1.85422], [3.18251, 2.00960, 3.51982], [4.78258, 0.54872, 3.35033], [3.55398, -2.44287, 1.12224], [2.29062, -1.51660, 1.91882], [1.04080, -2.18574, -0.62605], [-0.13680, -1.58610, -2.89540], [-0.01342, 0.12883, -3.31948], [1.06164, -1.04065, -4.07117]], "lowdin_charge": [-0.083, -0.179, -0.402, -0.012, -0.183, 0.200, -0.450, 0.080, 0.097, -0.151, -0.072, -0.101, -0.177, 0.058, -0.519, 0.071, -0.095, -0.495, -0.105, -0.473, -0.035, -0.251, 1.051, 0.079, 0.071, 0.074, 0.111, 0.126, 0.099, 0.095, 0.088, 0.101, 0.103, 0.129, 0.113, 0.109, 0.096, 0.128, 0.132, 0.137, 0.117, 0.109, 0.057, 0.070, 0.083]}

***

Which structure is most stable? #w, by 0.549 eV over the runner-up.